{
  "formula": "C18H23FIN4ORh",
  "method": "ωB97M-V/def2-TZVPD",
  "species": ["I", "Rh", "F", "O", "N", "N", "N", "N", "C", "C", "C", "C", "C", "C", "C", "C", "C", "C", "C", "C", "C", "C", "C", "C", "C", "C", "H", "H", "H", "H", "H", "H", "H", "H", "H", "H", "H", "H", "H", "H", "H", "H", "H", "H", "H", "H", "H", "H", "H"],
  "xyz": [[0.2027, -4.2051, -3.2302], [0.3219, 0.1652, -0.1542], [-0.7700, 4.6942, 3.9703], [2.7524, 1.6827, -1.0850], [2.1930, -1.7166, 1.2336], [-1.1875, 1.2382, -2.4989], [0.3101, -1.5320, 2.2486], [-2.2331, -0.3841, -1.5499], [1.4804, -2.8406, -3.9911], [1.1424, -2.2394, 3.0857], [-1.6064, 3.0238, 2.5170], [-2.3852, 1.0786, -3.1711], [-1.0626, -1.2211, 2.5916], [0.9585, -1.1634, 1.1084], [-1.0794, 0.3398, -1.4810], [-0.0311, 1.7116, 1.2478], [-0.2177, 2.2366, -2.8978], [1.0392, 2.3165, 1.8802], [3.2431, -1.7441, 0.2304], [-0.5222, 3.6660, 3.0947], [-1.3437, 2.0246, 1.5542], [0.7978, 3.3421, 2.8119], [1.8399, 1.0110, -0.8202], [-2.6249, -1.4584, -0.6580], [-3.0445, 0.0737, -2.5709], [2.3204, -2.3625, 2.4469], [3.4516, -0.7394, -0.1504], [1.6258, 3.8687, 3.2939], [2.0540, 1.9921, 1.6606], [-0.7509, 2.9570, -3.5260], [0.1997, 2.7524, -2.0275], [0.5928, 1.7906, -3.4912], [-3.3920, -2.0547, -1.1581], [-3.0585, -1.0577, 0.2692], [0.8232, -2.5859, 4.0480], [1.0696, -1.8327, -3.8661], [-2.6628, 1.6926, -4.0050], [2.4242, -2.9480, -3.4531], [2.9786, -2.3998, -0.6137], [-2.1531, 1.5053, 1.0475], [-1.7621, -2.0900, -0.4198], [-1.6770, -1.1498, 1.6850], [-1.1300, -0.2678, 3.1310], [1.6106, -3.0847, -5.0432], [3.2278, -2.8459, 2.7507], [-4.0156, -0.3497, -2.7686], [-1.4519, -2.0229, 3.2250], [-2.6322, 3.2753, 2.7785], [4.1345, -2.1422, 0.7201]],
  "spin_multiplicity": 5,
  "s_squared": 6.010,
  "total_charge": -2,
  "max_force_ev_per_a": 2.32,
  "gap_ev": [1.79, 6.90],
  "e_homo_ev": [2.40, -2.81]
}

{
  "formula": "C4H12CsN2O2",
  "method": "ωB97M-V/def2-TZVPD",
  "species": ["Cs", "O", "O", "N", "N", "C", "C", "C", "C", "H", "H", "H", "H", "H", "H", "H", "H", "H", "H", "H", "H"],
  "xyz": [[35.0671, -19.1182, 10.2786], [36.4823, -20.6485, 12.1960], [33.1738, -17.3195, 9.0204], [33.4616, -17.1136, 6.8307], [31.6402, -16.6236, 7.7468], [36.7698, -19.9731, 14.4808], [37.4367, -20.5804, 13.2021], [38.6651, -19.8740, 12.7161], [32.8229, -17.0840, 7.9183], [39.1409, -20.2435, 11.8078], [35.8415, -21.3000, 12.4903], [35.9618, -20.6254, 14.8120], [31.1724, -16.3115, 6.9078], [33.1119, -16.6680, 5.9945], [37.5520, -19.7549, 15.2078], [36.2436, -19.0342, 14.3087], [39.4586, -19.9579, 13.4586], [38.4599, -18.8127, 12.5759], [34.4433, -17.3425, 6.8926], [31.0934, -16.6312, 8.5959], [37.6526, -21.6178, 13.4577]],
  "e_above_lowest_ev": 1.0620,
  "total_charge": 1,
  "max_force_ev_per_a": 7.04,
  "gap_ev": 10.20,
  "e_homo_ev": -13.29
}

Computed E_tot, in the same sequence as the records: -40866.84256 -11961.26838 eV.